1.
Molecular formula: C4H10N2O2
Method: DFT, ωB97M-V/def2-TZVPD

Its frontier orbital gap is 8.47 eV. The HOMO energy is -8.73 eV. The value obtained for the energy above the lowest of the compared OMol25 structures with the same formula, charge and spin is 408.0 kJ/mol. The LUMO energy is -0.261 eV.

The geometry in ORCA input format:
```
! wB97M-V def2-TZVPD RIJCOSX def2/J DEFGRID3
* xyz 0 1
C 0.56 -1.72 0.46
C 1.70 -0.81 0.89
O -0.51 -1.05 -0.14
O 1.10 -2.65 -0.46
H -0.41 0.18 -0.71
H 0.35 -3.12 -0.86
H 0.18 -2.26 1.34
H 2.50 -1.39 1.35
H 2.11 -0.29 0.02
H 1.34 -0.07 1.61
C -1.70 1.55 0.42
C -0.49 2.25 -1.59
N -0.77 1.35 -0.75
N -1.93 0.59 1.17
H -1.29 -0.42 0.68
H -2.07 2.58 0.47
H 0.15 2.03 -2.44
H -0.83 3.27 -1.44
*
```


2.
Molecular formula: C2H12N2O2
Method: DFT, ωB97M-V/def2-TZVPD

As for the SMILES: NCCN.O.O. Its frontier orbital gap is 9.86 eV. The HOMO energy is -8.96 eV. The value obtained for the energy above the lowest of the compared OMol25 structures with the same formula, charge and spin is 157.5 kJ/mol. The LUMO energy is 0.898 eV.

The geometry in ORCA input format:
```
! wB97M-V def2-TZVPD RIJCOSX def2/J DEFGRID3
* xyz 0 1
N 1.33 -0.80 0.68
C 1.74 -0.39 -0.62
C 0.68 0.30 -1.40
N -0.25 1.18 -0.64
H 1.36 0.04 1.33
H 0.33 -1.14 0.74
H 2.03 -1.24 -1.32
H 2.61 0.35 -0.58
H 1.14 0.92 -2.21
H 0.30 -0.49 -1.95
H -1.26 0.99 -0.93
H -0.07 2.07 -1.11
O -3.98 5.47 0.16
H -4.63 4.97 0.65
H -3.76 6.30 0.62
O 0.43 -6.17 2.33
H 1.16 -5.63 2.62
H 0.84 -6.73 1.64
*
```


3.
Molecular formula: C3H12N2O2
Method: DFT, ωB97M-V/def2-TZVPD

Its frontier orbital gap is 4.95 eV. The HOMO energy is -8.82 eV. The value obtained for the energy above the lowest of the compared OMol25 structures with the same formula, charge and spin is 728.1 kJ/mol. The LUMO energy is -3.875 eV.

The geometry in ORCA input format:
```
! wB97M-V def2-TZVPD RIJCOSX def2/J DEFGRID3
* xyz 0 1
C 1.01 -0.96 -0.95
C -0.14 -1.75 -0.23
O 0.28 -2.30 0.93
N 0.44 -0.01 -1.81
C -1.47 1.82 0.17
N -0.07 1.94 0.00
H 1.50 -0.42 -0.12
H 1.66 -1.73 -1.37
H -0.57 -2.50 -0.91
H -0.99 -1.08 -0.12
H 0.36 -1.52 1.56
H 1.13 0.09 -2.56
H -1.62 0.84 0.67
H -2.08 1.79 -0.72
H -1.80 2.55 0.91
H 0.29 1.43 -0.84
H 0.84 0.26 2.73
H 0.45 1.64 0.84
O 0.76 -0.06 1.82
*
```


4.
Molecular formula: C20H40AlNP3S2
Method: DFT, ωB97M-V/def2-TZVPD

Its frontier orbital gap is 7.50 eV. The HOMO energy is -16.20 eV. The value obtained for the energy above the lowest of the compared OMol25 structures with the same formula, charge and spin is 0.0 kJ/mol. The LUMO energy is -8.703 eV.

The geometry in ORCA input format:
```
! wB97M-V def2-TZVPD RIJCOSX def2/J DEFGRID3
* xyz 3 1
Al 1.51 -1.00 -0.53
P 2.74 0.64 0.56
P -0.61 -0.67 0.75
P -1.85 2.86 -3.41
H 1.44 -1.62 -3.95
C 1.31 -0.65 -3.47
C 2.19 -0.41 -2.24
H 3.21 -0.79 -2.42
C 4.22 -0.11 1.29
C 2.09 1.70 1.88
C 3.42 1.90 -0.59
C -2.21 -1.47 0.39
C -0.42 -1.13 2.51
C -1.19 1.06 0.90
C -2.22 4.03 -4.71
C -0.92 3.68 -2.09
C -3.39 2.16 -2.75
H 1.56 0.09 -4.29
H 2.33 0.69 -2.22
H 4.69 -0.81 0.59
H 3.94 -0.64 2.21
H 4.90 0.72 1.52
H 1.54 1.12 2.63
H 1.44 2.48 1.45
H 2.96 2.17 2.34
H 3.94 1.43 -1.43
H 4.13 2.51 -0.02
H 2.60 2.53 -0.97
H -2.91 -1.18 1.18
H -2.12 -2.56 0.37
H -2.61 -1.13 -0.57
H -1.35 -0.84 3.02
H 0.43 -0.60 2.97
H -0.27 -2.21 2.62
H -2.04 1.06 1.60
H -1.52 1.43 -0.08
H -0.41 1.72 1.29
H -3.18 4.53 -4.51
H -2.28 3.49 -5.66
H -1.43 4.79 -4.77
H -1.07 4.76 -2.19
H 0.15 3.46 -2.23
H -1.26 3.36 -1.10
H -4.24 2.59 -3.30
H -3.49 2.41 -1.68
H -3.37 1.06 -2.89
C -0.85 -2.24 -3.07
C -2.11 -2.73 -3.46
C -2.32 -4.12 -3.59
C -1.32 -5.02 -3.21
C -0.09 -4.54 -2.74
C 0.12 -3.16 -2.67
S -0.46 -0.49 -3.26
H -1.09 1.71 -3.85
H -2.86 -1.99 -3.72
H -3.27 -4.46 -4.01
H -1.51 -6.09 -3.30
H 0.70 -5.23 -2.46
H 1.07 -2.82 -2.25
S 0.36 -4.68 1.52
C 2.04 -4.31 1.81
C 2.50 -3.33 0.98
N 1.52 -2.84 0.10
C 0.35 -3.55 0.25
H 2.62 -4.77 2.60
H 3.50 -2.92 0.94
H -0.48 -3.52 -0.45
*
```


What did the first record say?
Molecular formula: C4H10N2O2
Method: DFT, ωB97M-V/def2-TZVPD

Its frontier orbital gap is 8.47 eV. The HOMO energy is -8.73 eV. The value obtained for the energy above the lowest of the compared OMol25 structures with the same formula, charge and spin is 408.0 kJ/mol. The LUMO energy is -0.261 eV.

The geometry in ORCA input format:
```
! wB97M-V def2-TZVPD RIJCOSX def2/J DEFGRID3
* xyz 0 1
C 0.56 -1.72 0.46
C 1.70 -0.81 0.89
O -0.51 -1.05 -0.14
O 1.10 -2.65 -0.46
H -0.41 0.18 -0.71
H 0.35 -3.12 -0.86
H 0.18 -2.26 1.34
H 2.50 -1.39 1.35
H 2.11 -0.29 0.02
H 1.34 -0.07 1.61
C -1.70 1.55 0.42
C -0.49 2.25 -1.59
N -0.77 1.35 -0.75
N -1.93 0.59 1.17
H -1.29 -0.42 0.68
H -2.07 2.58 0.47
H 0.15 2.03 -2.44
H -0.83 3.27 -1.44
*
```